(1)
Here is a cluster of 2 separate species, C4H5FO2 in total in a non-equilibrium geometry from the OMol25 dataset. Energies are from wB97M-V/def2-TZVPD.

Geometry as XYZ:
```
12
C4H5FO2 | the OMol25 dataset | wB97M-V/def2-TZVPD
O -2.66053 -2.25554 0.53140
C -2.75248 -0.97624 0.40845
C -2.85335 0.05924 -0.24029
F -2.77476 1.38862 -0.23581
H -1.71681 -2.54222 0.32319
C 0.55944 0.71827 0.29361
C 0.26578 -0.19718 -0.84806
O 0.06515 -1.36838 -0.69535
H 1.29400 1.37338 0.03724
H 1.06750 0.19847 1.14311
H -0.22439 1.39476 0.70067
H 0.27168 0.21963 -1.81421
```

Output
Multiplicity: 1
E_LUMO (eV): 0.554
SMILES string: OC#CF.CC=O
Kohn-Sham gap (hartree): 0.371
Energy relative to the best compared isomer or geometry (same formula, charge and spin) (eV): 4.517

Löwdin atomic charges, in units of e:
1. O 0.064
2. C -0.187
3. C -0.086
4. F 0.035
5. H 0.147
6. C -0.043
7. C -0.302
8. O 0.038
9. H 0.029
10. H 0.104
11. H 0.097
12. H 0.105

---

(2)
Here is an isolated molecule of C4H5FS from the OMol25 dataset. Energies are from wB97M-V/def2-TZVPD.

Geometry as XYZ:
```
11
C4H5FS | the OMol25 dataset | wB97M-V/def2-TZVPD
C 1.81318 1.73778 -0.01048
C 1.04139 0.84684 0.22289
C 0.10998 -0.25608 0.43042
S 0.90984 -1.81146 -0.09795
C -1.22034 -0.01773 -0.31164
F -2.04833 -1.09971 -0.07310
H 2.42536 2.58910 -0.19439
H -0.05313 -0.36452 1.52497
H -0.17614 -2.55748 -0.14049
H -1.09817 0.05473 -1.39819
H -1.70364 0.87853 0.04795
```

Output
Multiplicity: 1
E_LUMO (eV): 0.893
SMILES string: C#C[C@H](S)CF
Kohn-Sham gap (hartree): 0.378
Energy relative to the best compared isomer or geometry (same formula, charge and spin) (eV): 1.453

Löwdin atomic charges, in units of e:
1. C 0.134
2. C -0.200
3. C -0.652
4. S 0.775
5. C -0.225
6. F -0.073
7. H 0.032
8. H 0.116
9. H -0.153
10. H 0.128
11. H 0.119

---

(3)
Here is an isolated molecule of C4H5FS2 in a non-equilibrium geometry from the OMol25 dataset. Energies are from wB97M-V/def2-TZVPD.

Geometry as XYZ:
```
12
C4H5FS2 | the OMol25 dataset | wB97M-V/def2-TZVPD
F 1.14011 1.08516 -1.10688
C 1.27155 -0.15164 -0.63009
C 1.09665 -0.36936 0.88738
C -0.00005 -0.57762 -0.13726
C -1.24888 0.13305 -0.16863
S -2.70467 -0.56420 -0.45076
S -1.23432 1.87982 0.08833
H 1.94035 -0.89906 -1.22253
H 0.81531 0.42474 1.50041
H 1.23274 -1.36877 1.43827
H 0.16492 -1.78032 -0.22811
H -2.47371 2.18818 0.02986
```

Output
Multiplicity: 1
E_LUMO (eV): -0.306
SMILES string: F[C@H]1C[C@H]1C(=S)S
Kohn-Sham gap (hartree): 0.305
Energy relative to the best compared isomer or geometry (same formula, charge and spin) (eV): 2.151

Löwdin atomic charges, in units of e:
1. F 0.005
2. C -0.319
3. C -0.031
4. C -0.417
5. C -1.105
6. S 0.639
7. S 0.808
8. H 0.184
9. H 0.069
10. H 0.138
11. H 0.193
12. H -0.163

---

(4)
Here is a cluster of 2 separate species, C4H5I in total in a non-equilibrium geometry from the OMol25 dataset. Energies are from wB97M-V/def2-TZVPD.

Geometry as XYZ:
```
10
C4H5I | the OMol25 dataset | wB97M-V/def2-TZVPD
C -0.12335 0.57889 -1.02839
C -0.28412 0.60720 0.24363
C 0.32018 0.89382 1.55778
C -0.91542 0.58881 1.54859
H -0.95167 0.62127 -1.71578
H 0.95330 0.75967 -1.45951
H 1.26228 1.11658 2.18482
H -1.72495 0.11211 2.15194
I 0.59073 -2.98896 -2.44251
H 0.87301 -2.28939 -1.04058
```

Output
Multiplicity: 1
E_LUMO (eV): 0.795
SMILES string: C=C1C=C1.I
Kohn-Sham gap (hartree): 0.343
Energy relative to the best compared isomer or geometry (same formula, charge and spin) (eV): 2.601

Löwdin atomic charges, in units of e:
1. C -0.072
2. C -0.326
3. C 0.002
4. C -0.008
5. H 0.042
6. H 0.096
7. H 0.136
8. H 0.119
9. I 0.382
10. H -0.371

---

(5)
Here is a structure of composition C4H5IO in a non-equilibrium geometry from the OMol25 dataset. Energies are from wB97M-V/def2-TZVPD.

Geometry as XYZ:
```
11
C4H5IO | the OMol25 dataset | wB97M-V/def2-TZVPD
C -2.46725 -1.26270 0.27851
C -0.20678 0.51192 -0.49067
C 0.02571 -0.08556 0.86654
C -0.54112 -0.86609 -0.26297
O -2.73001 -2.24968 0.90227
I -3.79954 0.31725 -0.17284
H -0.90684 1.33091 -0.32990
H 0.77415 0.78087 -1.09302
H 1.02399 -0.11104 1.12620
H -0.73118 0.31156 1.58998
H -0.13141 -1.73640 -0.76826
```

Output
Multiplicity: 1
E_LUMO (eV): -0.006
Kohn-Sham gap (hartree): 0.335
Energy relative to the best compared isomer or geometry (same formula, charge and spin) (eV): 2.433

Löwdin atomic charges, in units of e:
1. C -0.740
2. C -0.219
3. C -0.163
4. C -0.172
5. O -0.027
6. I 0.808
7. H 0.060
8. H 0.152
9. H 0.071
10. H 0.117
11. H 0.114

---

(6)
Here is a structure of composition C4H5KO2 in a non-equilibrium geometry from the OMol25 dataset. Energies are from wB97M-V/def2-TZVPD.

Geometry as XYZ:
```
12
C4H5KO2 | the OMol25 dataset | wB97M-V/def2-TZVPD
C 1.78419 2.40351 -0.95878
C 1.62260 1.67240 -2.28187
O 2.12814 0.35750 -2.14681
H 2.66411 2.00622 -0.42725
H 1.94836 3.47372 -1.16110
H 2.14854 2.21903 -3.08277
H 2.86558 0.35676 -1.53169
H 0.50137 1.63717 -2.46412
C 0.53150 2.22277 -0.12827
C -0.41326 1.79672 0.52872
O -1.29017 1.14228 1.14780
K -2.78511 -1.35152 2.30442
```

Output
Multiplicity: 1
E_LUMO (eV): -1.530
Kohn-Sham gap (hartree): 0.150
Energy relative to the best compared isomer or geometry (same formula, charge and spin) (eV): 0.466

Löwdin atomic charges, in units of e:
1. C -0.245
2. C -0.303
3. O -0.091
4. H 0.094
5. H 0.091
6. H 0.100
7. H 0.066
8. H 0.129
9. C -0.095
10. C -0.426
11. O -0.252
12. K 0.931

---

(7)
Here is a structure of composition C4H5LaO4 in a non-equilibrium geometry from the OMol25 dataset. Energies are from wB97M-V/def2-TZVPD.

Geometry as XYZ:
```
14
C4H5LaO4 | the OMol25 dataset | wB97M-V/def2-TZVPD
O 2.58369 1.93967 1.24449
C 3.15553 1.47760 0.15170
O 4.29829 1.00714 0.12348
O 2.31099 1.39377 -0.86606
La 0.53525 2.44016 0.24888
C -0.65919 -1.98179 -0.69170
C -1.49414 -1.70592 0.31324
O -1.65614 -0.47279 0.89795
C -1.83733 0.65135 0.19002
H -0.48013 -3.02987 -0.92933
H -0.29850 -1.23018 -1.39592
H -2.08455 -2.45796 0.83792
H -2.36399 1.42326 0.76317
H -2.00978 0.54554 -0.88783
```

Output
Charge: +1
Multiplicity: 2
E_LUMO (alpha / beta) (eV): -5.691 / -6.335
Kohn-Sham gap (alpha / beta) (hartree): 0.249 / 0.225
⟨S²⟩: 0.75
Energy relative to the best compared isomer or geometry (same formula, charge and spin) (eV): 0.021

Löwdin atomic charges, in units of e:
1. O -0.271
2. C -0.902
3. O 0.093
4. O -0.276
5. La 2.228
6. C 0.087
7. C -0.177
8. O -0.093
9. C -0.156
10. H 0.087
11. H 0.075
12. H 0.138
13. H 0.075
14. H 0.093

---

(8)
Here is a structure of composition C4H5LiO2 in a non-equilibrium geometry from the OMol25 dataset. Energies are from wB97M-V/def2-TZVPD.

Geometry as XYZ:
```
12
C4H5LiO2 | the OMol25 dataset | wB97M-V/def2-TZVPD
O -1.66946 1.70388 1.61269
C -0.83807 1.75595 0.58725
C 0.42047 1.31672 1.07109
C 1.18999 0.37218 0.22855
C 0.70723 -0.83563 -0.17077
O 1.29185 -1.69895 -0.94745
Li 2.60350 -1.97624 -2.04091
H -1.23441 1.29312 -0.32969
H 1.00707 2.12703 1.52791
H 2.17687 0.68681 -0.12934
H -0.31596 -1.09913 0.16481
H -0.71565 1.27866 2.32590
```

Output
Multiplicity: 1
E_LUMO (alpha / beta) (eV): -1.083 / -1.083
Kohn-Sham gap (alpha / beta) (hartree): 0.201 / 0.201
Energy relative to the best compared isomer or geometry (same formula, charge and spin) (eV): 3.307

Löwdin atomic charges, in units of e:
1. O -0.110
2. C -0.225
3. C -0.236
4. C -0.163
5. C -0.389
6. O -0.340
7. Li 0.801
8. H 0.119
9. H 0.097
10. H 0.081
11. H 0.115
12. H 0.250

---

(9)
Here is a structure of composition C4H5LiO3Pb in a non-equilibrium geometry from the OMol25 dataset. Energies are from wB97M-V/def2-TZVPD.

Geometry as XYZ:
```
14
C4H5LiO3Pb | the OMol25 dataset | wB97M-V/def2-TZVPD
Pb 0.66467 2.58645 0.28204
O 1.29467 0.30000 -0.14287
C 2.54559 -0.41048 -0.20715
H 2.72407 -0.94922 0.72860
H 2.49668 -1.10755 -1.04944
H 3.29998 0.36474 -0.35850
C -2.79339 0.55171 -0.26189
C -1.49007 0.26287 -0.20007
O -0.70041 0.97503 0.70262
C 0.19679 -0.36048 0.19853
O 0.11508 -1.56047 0.36744
Li -1.79638 -1.99516 0.55660
H -3.46985 -0.23258 -0.60778
H -3.08744 1.57515 -0.00814
```

Output
Charge: +1
Multiplicity: 2
E_LUMO (alpha / beta) (eV): -3.920 / -3.888
Kohn-Sham gap (alpha / beta) (hartree): 0.228 / 0.315
⟨S²⟩: 0.75
Energy relative to the best compared isomer or geometry (same formula, charge and spin) (eV): 0.000

Löwdin atomic charges, in units of e:
1. Pb 1.177
2. O -0.285
3. C 0.022
4. H 0.118
5. H 0.119
6. H 0.111
7. C 0.025
8. C -0.308
9. O -0.424
10. C -0.532
11. O 0.010
12. Li 0.832
13. H 0.054
14. H 0.081

---

(10)
Here is an isolated molecule of C4H5N in a non-equilibrium geometry from the OMol25 dataset. Energies are from wB97M-V/def2-TZVPD.

Geometry as XYZ:
```
10
C4H5N | the OMol25 dataset | wB97M-V/def2-TZVPD
C 1.61870 0.47912 0.08076
C 0.36324 -0.35592 -0.06288
C -0.92246 -0.05721 0.02023
C -2.42837 -0.41249 0.06900
N -2.11329 0.78464 0.18278
H 1.62407 1.17308 0.93285
H 1.72254 1.17023 -0.82778
H 2.54791 -0.15134 -0.12817
H 0.62040 -1.36838 -0.41912
H -3.03275 -1.26172 0.15233
```

Output
Multiplicity: 1
E_LUMO (eV): 1.049
SMILES string: C/C=C1C=N/1
Kohn-Sham gap (hartree): 0.358
Energy relative to the best compared isomer or geometry (same formula, charge and spin) (eV): 3.985

Löwdin atomic charges, in units of e:
1. C -0.132
2. C -0.188
3. C -0.194
4. C -0.014
5. N 0.118
6. H 0.066
7. H 0.081
8. H 0.082
9. H 0.092
10. H 0.089

---

DFT total energy, record by record: -11036.969; -17779.581; -28613.797; -12325.468; -14373.982; -24645.823; -13268.952; -8524.750; -15813.272; -5714.861 eV